Here is a 5-piece molecular cluster, C25H41NO11S2 overall from OMol25. Energies are from ωB97M-V/def2-TZVPD.

Structure (XYZ):
```
80
Properties=species:S:1:pos:R:3:forces:R:3:lowdin_charge:R:1
O 1.26841 -1.21877 0.11358 1.955 -2.694 2.209 -0.42
S 1.70532 -2.23151 1.15070 -1.978 2.861 -0.572 1.03
O 3.22522 -1.85830 1.75123 -0.503 -0.843 -1.070 -0.38
C 3.16837 -1.13808 3.01422 -0.973 1.386 1.702 -0.24
C 2.14057 -1.71952 4.09547 0.315 -0.400 0.763 -0.19
C 2.40307 -3.24177 4.52070 -0.155 -2.992 1.333 -0.16
C 3.41351 -4.20266 3.85812 -1.682 -1.275 2.608 -0.03
C 3.60613 -5.66610 4.37897 -2.635 1.585 2.311 -0.06
C 2.77774 -6.17636 5.60640 -0.578 4.102 -1.619 -0.07
C 1.74426 -5.20127 6.25115 1.389 1.350 -2.307 -0.08
C 1.53620 -3.76379 5.73138 2.720 -2.292 -1.782 -0.04
O 1.94144 -3.76749 0.40676 2.565 1.660 1.037 -0.38
N 0.92001 -3.90430 -0.51223 -3.328 -5.028 0.482 -0.07
C 0.31443 -5.02904 -0.16439 -0.547 0.877 -0.145 -0.58
S -0.55099 -6.35019 0.29244 2.332 3.368 -1.369 0.72
H 4.19883 -1.09272 3.52849 -1.367 -0.417 -1.372 0.14
H 2.85365 -0.04836 2.78066 0.554 -1.694 0.385 0.14
H 1.02950 -1.56219 3.82641 1.818 -0.375 0.200 0.11
H 2.29645 -1.09546 5.05936 -0.110 -0.878 -1.616 0.13
H 4.05374 -3.87290 2.97923 -1.052 -0.407 1.349 0.09
H 4.34115 -6.41067 3.90146 -1.239 1.576 0.697 0.09
H 2.88974 -7.21490 6.05219 -0.062 1.564 -0.850 0.08
H 1.09492 -5.53234 7.14045 1.242 0.447 -1.570 0.09
H 0.76868 -3.04849 6.20686 1.389 -1.385 -0.781 0.10
O -5.19311 0.63555 -2.35979 0.913 0.271 0.261 0.08
C -4.09426 0.63114 -1.84755 -0.530 -0.271 -0.165 -0.52
O -3.07425 1.27460 -2.44111 -0.294 0.441 -0.251 0.00
C -1.78156 1.46575 -1.84561 0.272 -0.272 0.001 -0.23
C -0.90273 0.24894 -2.04922 -0.030 -0.148 -0.011 -0.06
C -3.83531 -0.15975 -0.59657 0.020 0.288 0.620 0.02
H -1.87395 1.75013 -0.79413 -0.082 -0.132 -0.015 0.11
H -1.33190 2.32054 -2.35693 -0.310 -0.043 -0.081 0.12
H -1.32375 -0.63707 -1.57031 0.112 0.080 0.096 0.07
H 0.09435 0.42102 -1.63874 -0.082 -0.065 -0.007 0.07
H -0.81215 0.01840 -3.11384 0.015 0.144 0.061 0.09
H -3.68422 -1.20737 -0.86335 -0.008 0.070 0.023 0.10
H -4.70957 -0.07413 0.05211 -0.007 -0.166 -0.246 0.10
H -2.98359 0.19386 -0.01834 0.095 -0.153 -0.122 0.07
O 0.38239 6.09103 1.11866 -0.804 0.176 -0.479 0.10
C -0.51918 6.01821 0.31381 0.572 -0.240 0.536 -0.52
O -1.60677 6.79852 0.44856 0.105 0.452 0.195 0.00
C -2.65236 6.90515 -0.52933 -0.178 -0.203 -0.051 -0.23
C -3.65641 5.77995 -0.37874 0.008 -0.187 0.058 -0.06
C -0.47842 5.00119 -0.79163 0.159 0.127 -0.677 0.00
H -2.23828 6.97034 -1.53857 0.037 -0.108 0.072 0.12
H -3.15162 7.85828 -0.33991 0.258 -0.055 0.154 0.12
H -3.19491 4.80359 -0.54068 -0.030 0.058 -0.111 0.06
H -4.47532 5.89653 -1.09192 0.051 0.000 0.051 0.09
H -4.06783 5.77002 0.63369 0.005 0.114 -0.103 0.09
H -0.79132 4.03351 -0.39567 0.035 0.078 -0.013 0.08
H 0.54851 4.92846 -1.15574 -0.078 -0.110 0.260 0.10
H -1.09456 5.25802 -1.65169 -0.133 -0.117 0.098 0.07
O 6.53007 0.57297 3.86637 0.051 0.628 -0.631 0.09
C 6.63300 1.10020 2.77977 -0.271 -0.445 0.476 -0.53
O 6.77971 2.43395 2.69066 0.261 0.148 0.427 0.00
C 7.06746 3.13725 1.47283 -0.174 0.041 -0.226 -0.23
C 5.80100 3.39968 0.68288 -0.187 -0.110 -0.009 -0.07
C 6.51141 0.28850 1.52157 0.516 -0.195 -0.373 0.01
H 7.82902 2.61348 0.88976 -0.109 -0.079 0.038 0.11
H 7.50930 4.09171 1.76844 -0.045 -0.208 0.226 0.12
H 5.31345 2.46998 0.38250 0.097 0.033 -0.069 0.07
H 6.02125 3.97950 -0.21615 -0.003 -0.019 0.070 0.08
H 5.08008 3.95115 1.29157 0.143 0.039 -0.043 0.09
H 5.45382 0.11951 1.30940 0.070 -0.021 -0.011 0.08
H 7.00629 -0.67166 1.68166 -0.262 0.060 0.119 0.10
H 6.98767 0.74153 0.65397 -0.192 0.068 -0.021 0.07
O -7.67262 -2.27415 -7.44715 0.492 0.204 0.738 0.09
C -6.97222 -2.36824 -6.46310 -0.221 -0.050 -0.705 -0.53
O -6.46926 -1.26248 -5.88673 -0.340 0.233 -0.135 0.00
C -5.76468 -1.25021 -4.63409 0.193 0.059 0.019 -0.23
C -4.30359 -1.60239 -4.82940 0.063 -0.162 -0.164 -0.06
C -6.58536 -3.71726 -5.92508 -0.278 -0.326 0.547 0.00
H -6.26023 -1.89080 -3.90019 0.030 -0.056 -0.110 0.12
H -5.83804 -0.23180 -4.25137 -0.159 -0.173 -0.271 0.10
H -4.18186 -2.61057 -5.23153 0.001 -0.004 0.116 0.07
H -3.76293 -1.54149 -3.88210 -0.034 0.032 -0.048 0.07
H -3.84001 -0.91947 -5.54580 -0.067 0.043 0.143 0.09
H -5.75804 -4.11207 -6.51739 -0.071 0.024 0.034 0.10
H -7.44552 -4.38377 -6.01581 0.159 0.082 -0.234 0.09
H -6.30744 -3.71027 -4.87260 0.176 0.030 -0.084 0.07
```
Positions in Å, forces in eV/Å.

Its HOMO-LUMO gap is 7.52 eV. The value obtained for the molecular weight is 595.73 g mol⁻¹. The calculation puts the lowest unoccupied orbital energy at -1.40 eV. The calculation puts the HOMO energy at -8.92 eV. The calculation puts the total energy at -2655.65432 Ha.

---

Here is a 5-piece molecular cluster, C20H43N4O4 overall from OMol25. Energies are from ωB97M-V/def2-TZVPD.

Structure (XYZ):
```
71
Properties=species:S:1:pos:R:3:forces:R:3:lowdin_charge:R:1
N 1.37323 -0.74202 0.69854 -0.295 1.262 -0.104 0.25
C 0.49580 -0.36496 -0.20125 -1.049 -0.895 -1.352 -0.30
N 0.18072 0.90340 -0.67842 -1.012 -0.953 1.882 0.12
C -0.89039 0.78833 -1.72347 -0.494 -1.092 -0.366 -0.08
C -1.39343 -0.65266 -1.44671 -2.151 -0.538 -1.747 -0.27
C -2.73885 -0.72345 -0.67854 -0.033 -0.917 0.327 -0.16
C -3.66969 -1.78966 -0.94444 -0.408 1.966 1.657 0.02
C -4.84932 -1.68458 -0.14846 1.232 -0.041 -0.836 -0.05
C -4.98085 -0.61351 0.76650 -2.063 -0.306 0.968 -0.15
N -4.13417 0.38165 1.08253 0.534 -2.060 -2.139 0.11
C -3.04304 0.24249 0.30954 1.469 0.865 -0.079 -0.13
N -0.25295 -1.42631 -0.87123 1.770 2.709 -0.664 0.13
H 1.88821 -1.60339 0.52448 -0.707 -0.093 0.779 0.16
H 1.48497 -0.18257 1.54199 0.791 -0.135 -0.365 0.16
H -0.11953 1.51278 0.09225 0.816 0.479 -0.406 0.16
H -0.49777 0.90069 -2.75635 0.334 -0.121 0.823 0.14
H -1.73976 1.49656 -1.67878 0.836 -0.108 0.611 0.14
H -1.62134 -1.18471 -2.39946 0.178 0.548 0.474 0.15
H -3.49788 -2.57179 -1.69928 -0.098 0.447 0.501 0.12
H -5.65402 -2.43301 -0.24140 0.458 0.624 0.135 0.12
H -5.93918 -0.57761 1.32991 0.719 -0.089 -0.405 0.12
H -2.26673 1.02581 0.47726 -0.640 -0.502 -0.048 0.11
H 0.33700 -1.54078 -1.71732 -0.202 -1.015 0.340 0.16
C 4.79511 2.30647 -1.74850 0.215 -0.110 -0.183 -0.06
C 3.76044 3.03070 -2.59457 -0.127 -0.080 0.750 -0.49
C 3.08156 4.13878 -1.80665 -0.083 0.255 -0.198 -0.05
O 2.77816 2.09595 -3.05028 -0.144 -0.147 -0.386 -0.07
H 4.32517 1.83859 -0.87664 -0.045 0.143 0.048 0.07
H 5.26782 1.50704 -2.32249 0.012 0.082 -0.024 0.08
H 5.56996 2.99119 -1.40000 -0.040 -0.037 0.045 0.09
H 4.23953 3.45061 -3.48038 -0.152 -0.151 -0.093 0.14
H 2.55476 3.73312 -0.93619 0.149 -0.056 0.060 0.07
H 2.33352 4.64411 -2.42134 0.080 -0.002 -0.036 0.08
H 3.80550 4.87859 -1.45964 -0.047 -0.042 0.090 0.07
H 2.34867 1.71775 -2.27409 0.127 0.150 0.036 0.05
C -1.15199 -3.92559 2.40223 0.316 0.126 0.133 -0.06
C -1.66769 -2.72718 3.18141 -0.305 -0.336 -0.494 -0.47
C -3.17507 -2.58788 3.04429 -0.044 0.190 0.228 -0.05
O -1.03380 -1.53388 2.69897 0.382 0.347 0.098 -0.08
H -1.36859 -3.82029 1.33674 -0.179 -0.048 0.070 0.06
H -0.06626 -4.00739 2.49928 -0.036 -0.021 0.121 0.08
H -1.60453 -4.85105 2.75727 0.009 0.019 -0.108 0.08
H -1.40115 -2.83161 4.23465 0.113 0.250 -0.054 0.14
H -3.44883 -2.43506 1.99740 0.077 -0.174 -0.013 0.05
H -3.53252 -1.71684 3.59777 0.028 -0.059 0.036 0.09
H -3.69247 -3.47418 3.41602 0.025 0.012 -0.051 0.09
H -1.27106 -1.44149 1.76758 -0.206 -0.214 0.112 0.04
C -2.60082 -8.29517 0.21217 0.227 -0.086 0.104 -0.06
C -3.11406 -7.09184 0.98670 -0.321 -0.195 -0.654 -0.49
C -4.62273 -6.95297 0.85695 -0.099 0.141 0.206 -0.06
O -2.48163 -5.90476 0.50088 0.110 0.170 0.127 -0.08
H -2.82171 -8.19329 -0.85458 -0.136 0.002 0.048 0.08
H -1.51633 -8.37688 0.30580 -0.051 -0.015 0.069 0.08
H -3.05287 -9.22016 0.57410 0.012 0.018 -0.049 0.08
H -2.84386 -7.19101 2.04012 0.107 0.185 -0.049 0.14
H -4.91057 -6.80647 -0.18867 0.064 -0.136 -0.018 0.08
H -4.97620 -6.07966 1.40957 0.028 -0.066 0.053 0.07
H -5.13553 -7.83770 1.23789 -0.013 0.034 -0.044 0.08
H -2.71335 -5.80688 -0.43045 -0.015 -0.147 0.073 0.09
C 6.26471 8.59574 -0.69845 0.183 -0.070 -0.180 -0.06
C 5.07209 7.65264 -0.69584 0.052 0.515 0.567 -0.51
C 3.78707 8.38479 -0.34104 -0.209 -0.100 -0.123 -0.06
O 5.29669 6.60218 0.24640 -0.058 -0.348 -0.220 -0.07
H 6.41210 9.03770 0.29120 -0.131 0.045 -0.025 0.08
H 7.18023 8.05458 -0.94410 -0.062 0.009 -0.053 0.08
H 6.13033 9.40116 -1.42286 0.019 0.003 0.049 0.08
H 4.96976 7.18759 -1.67899 0.040 -0.166 0.113 0.13
H 3.85208 8.81980 0.66045 0.107 0.065 -0.060 0.08
H 2.94175 7.69325 -0.33265 0.034 0.014 -0.069 0.07
H 3.57716 9.18381 -1.05453 -0.006 0.001 0.053 0.08
H 5.38847 7.00242 1.11923 0.009 -0.005 -0.092 0.09
```
Positions in Å, forces in eV/Å.

Its HOMO-LUMO gap is 7.66 eV. Its charge is +1. The value obtained for the molecular weight is 403.59 g mol⁻¹. The calculation puts the lowest unoccupied orbital energy at -4.22 eV. The calculation puts the HOMO energy at -11.88 eV. The calculation puts the total energy at -1307.54392 Ha. Its energy above the lowest of the compared OMol25 structures with the same formula, charge and spin is 0.0000 eV.

---

Here is C23H18FeN5O2 as an isolated structure from OMol25. Energies are from ωB97M-V/def2-TZVPD.

Structure (XYZ):
```
49
Properties=species:S:1:pos:R:3:forces:R:3:lowdin_charge:R:1
Fe 0.22165 0.24631 -0.47053 0.125 -0.609 1.960 0.99
O 4.39383 -1.66944 -0.99975 0.002 -0.060 -0.189 0.07
C 4.44123 -2.15845 0.25161 -0.141 -0.093 0.386 -0.26
C 5.43580 -3.09571 0.53390 0.002 0.041 -0.093 -0.01
C 5.54212 -3.63904 1.79538 -0.040 -0.003 -0.028 -0.06
C 4.66924 -3.25511 2.81408 0.037 -0.068 0.082 -0.08
C 3.69002 -2.32678 2.55145 -0.054 0.051 -0.017 -0.03
C 3.54521 -1.77192 1.27244 0.256 -0.135 -0.342 -0.09
C 2.47549 -0.81338 1.00773 -0.526 0.364 0.319 -0.40
O 2.19497 -0.48158 -0.21724 -0.320 0.296 -0.622 -0.18
N 1.83439 -0.28025 2.04070 0.558 -0.550 0.533 0.08
N 0.91572 0.56560 1.59107 -0.645 0.593 -1.296 -0.07
C 0.56846 1.62648 2.20329 0.232 -0.364 0.487 -0.05
C -0.11342 2.64259 1.41419 -0.197 0.379 -0.275 -0.25
C -0.42168 3.89037 1.94848 0.026 -0.134 0.004 0.00
C -0.81655 4.91198 1.10336 -0.022 0.037 -0.100 -0.03
C -0.92864 4.66383 -0.25782 -0.027 -0.066 0.072 -0.04
C -0.67500 3.38013 -0.70642 -0.045 0.019 -0.030 -0.13
N -0.27470 2.39412 0.09739 0.211 -0.409 -0.359 0.02
H 3.61793 -1.08495 -1.06303 -0.012 0.110 0.052 0.07
H 6.10990 -3.37720 -0.26400 0.003 -0.003 0.009 0.12
H 6.30863 -4.37769 1.99094 0.021 0.027 0.015 0.11
H 4.76638 -3.68708 3.80042 -0.019 0.025 0.007 0.10
H 3.00479 -2.00073 3.32224 0.022 -0.033 0.003 0.11
H 0.92398 1.86170 3.20351 0.001 -0.020 0.001 0.14
H -0.31403 4.05416 3.01195 0.044 0.011 -0.004 0.12
H -1.01477 5.90086 1.49442 -0.027 -0.016 0.030 0.12
H -1.20245 5.43993 -0.95692 -0.037 -0.005 0.002 0.12
H -0.78993 3.12251 -1.75250 0.020 0.061 -0.009 0.12
C -4.36795 0.57722 0.02576 -0.032 -0.051 0.031 -0.03
C -4.79500 -0.73874 -0.04007 0.085 0.024 0.027 -0.02
C -3.84703 -1.74762 -0.04017 0.041 0.026 0.075 0.01
C -2.49748 -1.41507 0.00502 -0.216 0.042 -0.004 -0.20
N -2.08870 -0.14190 0.06160 0.487 0.206 -0.449 0.07
C -3.00819 0.82280 0.08391 -0.083 0.141 0.066 -0.11
C -1.43779 -2.44374 -0.07921 0.086 -0.203 -0.041 -0.20
C -1.66838 -3.78222 0.20959 -0.019 0.075 0.023 0.01
C -0.64906 -4.70126 0.01971 0.055 0.063 0.011 -0.02
C 0.57756 -4.25498 -0.44148 -0.131 -0.043 0.030 -0.01
C 0.73874 -2.90028 -0.67170 0.130 -0.138 -0.080 -0.09
N -0.24077 -2.01319 -0.49098 0.232 0.504 -0.240 0.06
H -5.07030 1.39822 0.02072 0.021 0.013 0.036 0.12
H -5.84774 -0.97923 -0.09737 -0.005 0.004 0.001 0.12
H -4.15673 -2.77982 -0.10037 0.023 -0.017 -0.034 0.12
H -2.63607 1.83709 0.15504 -0.057 -0.063 -0.044 0.09
H -2.62330 -4.10314 0.59804 -0.026 0.000 -0.032 0.12
H -0.81316 -5.74927 0.23036 -0.001 0.003 0.020 0.12
H 1.39746 -4.93740 -0.61172 0.032 0.038 -0.005 0.12
H 1.68612 -2.50325 -1.00972 -0.073 -0.070 0.009 0.11
```
Positions in Å, forces in eV/Å.

Its HOMO-LUMO gap (alpha / beta) is 7.10 / 6.81 eV. Its charge is +1. The value obtained for the molecular weight is 452.27 g mol⁻¹. The calculation puts the lowest unoccupied orbital energy (alpha / beta) at -3.39 / -3.68 eV. As for the expectation value of S²: 6.010. The calculation puts the HOMO energy (alpha / beta) at -10.49 / -10.49 eV. As for the spin multiplicity: 5. The calculation puts the total energy at -2575.07796 Ha. Its energy above the lowest of the compared OMol25 structures with the same formula, charge and spin is 0.9504 eV.

---

Here is a 2-piece molecular cluster, C5H8O2 overall from OMol25. Energies are from ωB97M-V/def2-TZVPD.

Structure (XYZ):
```
15
Properties=species:S:1:pos:R:3:forces:R:3:lowdin_charge:R:1
O -0.86140 -0.28389 1.12325 0.034 0.016 0.107 -0.24
C -1.23594 0.93002 0.53725 -0.188 0.191 -0.126 -0.30
C -0.07794 1.21134 -0.42493 0.068 0.006 0.096 -0.13
C 0.67993 -0.10155 -0.37444 -0.009 0.100 -0.424 -0.05
O 1.45790 -0.16975 1.62287 0.126 -0.255 0.090 -0.07
C 0.16174 -1.24871 -1.02971 -0.057 -0.313 -0.224 -0.09
C -0.17592 -2.14556 -1.76467 0.089 0.355 0.325 0.18
H 0.39674 -0.17487 1.70905 -0.104 -0.068 -0.137 0.02
H -1.35055 1.74868 1.26801 0.000 -0.147 -0.109 0.11
H -2.19663 0.83527 0.00810 0.128 -0.006 0.041 0.11
H 0.57940 2.01545 -0.08641 -0.093 -0.114 0.015 0.12
H -0.34757 1.41196 -1.47204 0.073 0.000 0.135 0.13
H 1.75638 -0.02363 -0.48839 -0.142 -0.039 0.043 0.13
H 1.71817 -1.08621 1.79744 0.026 0.174 -0.010 0.07
H -0.50430 -2.91854 -2.42537 0.049 0.100 0.177 0.04
```
Positions in Å, forces in eV/Å.

Its HOMO-LUMO gap (alpha / beta) is 7.84 / 7.84 eV. The value obtained for the molecular weight is 100.12 g mol⁻¹. The calculation puts the lowest unoccupied orbital energy (alpha / beta) at -0.99 / -0.99 eV. The calculation puts the HOMO energy (alpha / beta) at -8.83 / -8.83 eV. The calculation puts the total energy at -345.58441 Ha. Its energy above the lowest of the compared OMol25 structures with the same formula, charge and spin is 6.0013 eV.